# 1
This record from the Open Molecules 2025 dataset describes 16 unconnected molecules or ions with the total composition C52H141N5O32. The level of theory is the ωB97M-V functional and the def2-TZVPD basis.

The geometry in ORCA input format:
```
! RIJCOSX wB97M-V def2-TZVPD def2/J DEFGRID3
* xyz 0 1
O 5.581 2.909 -1.875
O 1.874 -4.391 -5.069
O 4.821 2.861 3.218
O 2.330 -3.429 5.285
O 6.234 -4.594 -1.645
O -1.584 -7.276 -3.441
O 1.338 -1.522 0.077
O 0.194 5.478 0.571
O -3.681 -2.541 -3.711
O 1.919 -6.917 1.717
O -0.175 -0.895 -4.304
O -2.330 0.813 -4.871
O 1.465 1.290 0.480
O -2.265 -0.423 2.846
O 5.062 -1.649 1.596
O 0.066 -7.338 -0.233
O 1.021 4.790 -3.334
O 0.602 2.515 5.217
O -7.745 1.634 2.859
O -2.926 -3.338 4.790
O -2.798 2.868 -6.645
O -4.337 -2.199 2.495
O 3.779 -3.748 -3.047
O 2.421 0.887 -6.313
O 0.289 -6.861 -5.331
O -3.619 -0.199 -2.329
O -0.329 4.644 -5.688
O 1.158 -4.329 0.199
O -6.463 -4.831 0.129
O -2.003 5.111 -3.668
O 2.295 9.057 2.577
O 0.987 5.646 5.330
N 2.089 3.759 -0.721
N 2.712 -1.181 3.370
N -4.792 0.626 1.907
N 3.294 5.702 3.653
N -4.019 -4.415 -1.202
C -2.677 -3.240 -2.997
C 2.331 -1.074 4.802
C 2.435 -5.603 1.903
C -0.053 4.799 5.855
C -5.980 1.147 1.242
C 1.487 -2.257 5.267
C -2.590 0.726 -2.467
C 1.357 -0.680 -1.055
C -1.193 5.487 -2.493
C -3.580 1.094 1.202
C 1.510 -4.612 5.251
C -7.674 -5.356 0.468
C 4.429 2.847 -0.986
C 0.897 -0.006 -4.621
C 6.164 2.663 2.917
C -1.291 -7.542 -2.121
C -7.370 0.726 1.829
C -5.413 -5.580 0.502
C 2.198 4.357 0.667
C 1.317 0.027 -6.074
C 0.294 5.903 -2.788
C -4.080 -4.838 0.189
C 3.805 -4.385 -1.738
C 3.706 -0.202 3.039
C 1.213 9.706 1.887
C 1.345 -4.549 1.557
C 4.562 3.634 4.359
C 5.663 -1.917 0.300
C 2.065 7.634 2.722
C -2.973 -3.440 -1.477
C 3.314 3.756 -1.541
C 0.845 4.538 1.381
C -0.986 5.956 1.211
C -0.172 -5.490 -5.708
C -0.354 3.602 5.024
C -1.758 3.476 -7.325
C 4.298 -0.408 1.635
C 0.505 -4.529 -4.749
C 0.789 0.663 -0.585
C -0.523 3.472 -6.483
C -1.380 -1.165 1.996
C 6.607 2.015 -1.432
C 0.045 -6.937 -1.598
C -2.407 0.925 2.250
C 5.017 -5.257 -1.351
C -3.412 -2.341 -5.090
C -4.182 -3.718 4.226
C -8.924 1.293 3.512
C 3.366 7.110 3.371
C -2.670 1.595 -3.702
C -4.932 -2.453 3.726
C 4.552 5.168 4.077
H -1.960 4.533 -7.500
H -2.606 1.653 3.037
H -1.354 3.269 5.304
H 4.291 7.419 2.884
H -2.440 -4.143 4.981
H -9.761 1.014 2.872
H -2.529 -7.288 -3.609
H 1.409 4.208 -1.317
H 2.705 0.813 -7.227
H -7.930 -5.220 1.519
H -5.924 2.236 1.220
H -4.696 -4.268 5.014
H 2.972 3.287 -2.464
H -3.464 -1.847 2.686
H -0.860 6.376 2.208
H 5.033 -1.715 -0.566
H 4.609 5.615 5.070
H -5.875 0.866 0.194
H -0.228 -7.247 -4.621
H -5.392 -5.712 1.583
H 0.949 4.860 2.418
H 2.503 5.523 4.255
H -7.319 -0.270 2.269
H 0.617 1.035 -4.461
H 5.066 -5.580 -0.311
H 2.092 -5.506 5.473
H 0.269 3.383 -7.226
H 2.412 -0.634 -1.324
H 1.609 -0.976 -6.384
H -1.713 -2.747 -3.127
H -1.241 -8.629 -2.044
H 6.481 -1.213 0.148
H 0.262 9.177 1.947
H -4.106 -4.478 3.449
H 2.744 -5.479 2.941
H -3.623 2.066 -3.943
H 1.235 6.230 6.050
H -3.197 -5.343 0.581
H 1.486 2.744 4.922
H -2.873 4.910 -3.315
H -2.494 -1.778 -5.259
H -4.282 -1.755 -5.390
H -6.012 -2.449 3.581
H -1.346 6.762 0.572
H 3.572 4.748 -1.911
H -0.065 -3.600 -4.752
H 0.728 1.334 -1.442
H -0.214 0.536 -0.177
H -1.607 6.253 -1.837
H -2.133 -3.972 -1.029
H -1.026 -0.456 -4.369
H -2.664 1.427 -1.636
H -3.614 2.116 0.825
H 0.972 -4.750 4.313
H 5.281 3.415 5.149
H -8.680 0.434 4.137
H 6.719 -5.265 -2.132
H 6.766 2.188 -0.367
H -1.658 0.165 -2.520
H 0.977 -7.239 -2.076
H 6.502 0.970 -1.722
H 3.570 -0.360 0.825
H 1.549 -3.473 0.008
H -3.368 0.553 0.280
H 4.856 3.142 -0.027
H 3.148 -2.085 3.251
H -1.778 -1.262 0.985
H 5.977 -2.961 0.263
H 4.385 -0.058 3.880
H 3.327 -5.531 1.280
H 3.539 3.355 4.609
H 0.373 -4.823 1.968
H 4.987 0.421 1.477
H 1.737 -1.055 0.815
H 0.862 -6.951 0.140
H 4.647 -3.355 -3.169
H 6.529 2.016 3.715
H -9.240 2.118 4.150
H -1.756 5.184 1.216
H 0.140 3.712 1.471
H 0.781 -1.121 -1.869
H 1.577 9.800 0.864
H -4.700 -0.374 2.007
H -2.578 -4.191 -3.520
H -0.478 3.765 3.954
H -4.176 -3.916 0.762
H 3.732 -3.599 -0.986
H -1.237 -2.196 2.319
H -5.432 -6.535 -0.022
H 0.240 6.736 -3.489
H -8.163 0.650 1.085
H 5.372 5.535 3.459
H 1.135 7.493 3.272
H 2.645 -7.508 1.505
H 0.721 -4.672 6.000
H 1.159 -2.071 6.290
H 6.709 3.606 2.885
H 3.420 7.659 4.311
H 2.556 5.385 0.611
H 0.632 4.662 -4.202
H -1.198 4.623 -1.828
H -8.453 -4.773 -0.025
H -7.790 -6.394 0.157
H 3.155 0.720 2.858
H 2.826 3.688 1.254
H 0.551 -2.408 4.730
H 2.333 -4.159 -4.259
H -3.608 3.190 -7.047
H 0.980 10.751 2.091
H 0.497 -4.961 -3.748
H -0.351 -0.806 1.993
H 0.128 -5.284 -6.735
H 3.228 -1.137 5.419
H -0.522 2.588 -5.845
H 4.959 -6.145 -1.981
H -4.683 -1.563 4.303
H 0.482 0.276 -6.728
H 2.892 -4.973 -1.645
H -3.628 -0.865 -3.021
H 7.567 2.298 -1.863
H -2.115 -7.230 -1.478
H 1.648 2.189 0.198
H 1.765 -0.156 4.959
H 4.090 1.835 -0.764
H 1.583 -3.611 2.059
H -0.951 5.416 5.892
H 0.178 -5.856 -1.654
H 0.227 4.631 6.895
H -1.447 1.183 1.802
H -4.897 -4.010 -1.492
H -3.322 -3.264 -5.661
H -1.175 4.776 -5.253
H 1.741 -0.120 -3.940
H -1.542 3.036 -8.299
H 6.236 2.224 1.923
H -2.565 1.350 -5.631
H -1.917 2.382 -3.722
H -1.234 -5.302 -5.556
H -3.122 -2.452 -1.042
H 0.762 6.168 -1.840
H 1.913 7.187 1.740
*
```

Values from the calculation:
E_HOMO	-8.108	eV
electronic energy	-129166.0139	eV
relative energy (zero: lowest compared OMol25 entry of this formula, charge and spin)	11.7	kcal per mole
LUMO energy	0.00265	hartree

***

# 2
This record from the Open Molecules 2025 dataset describes 15 unconnected molecules or ions with the total composition C52H145N11O15. The level of theory is the ωB97M-V functional and the def2-TZVPD basis.

The geometry in ORCA input format:
```
! RIJCOSX wB97M-V def2-TZVPD def2/J DEFGRID3
* xyz 0 1
O -1.381 -0.778 0.368
O -0.979 -6.079 -1.700
O 2.128 -2.969 -4.318
O -4.740 6.035 1.087
O -2.045 -2.426 -5.297
O 0.194 2.224 -3.225
O 1.815 -4.842 4.815
O -5.442 0.323 4.125
O -2.336 3.267 -3.106
O 4.071 1.825 4.006
O 1.054 6.119 -1.082
O 5.263 -0.636 -0.478
O 5.459 -3.820 2.738
O -5.674 -1.851 -1.630
O -0.138 -0.284 4.936
N 4.483 6.417 0.255
N 1.512 4.009 -6.257
N -3.999 5.052 -1.573
N -2.292 -1.634 7.686
N 1.588 -4.649 -2.176
N -2.196 -4.871 -6.788
N 3.931 4.002 1.831
N 0.997 -0.548 2.240
N -0.121 -6.132 3.087
N -4.871 -1.705 -5.255
N 4.397 -0.232 2.177
C -0.286 -5.763 -5.675
C 0.541 -4.241 4.461
C -1.620 -1.068 -5.130
C -0.279 0.162 0.320
C -4.164 -1.275 2.877
C -4.278 0.145 3.327
C -6.660 -0.692 -3.990
C 0.108 -1.768 7.663
C 4.774 -5.119 2.547
C -1.032 -3.366 -5.221
C 0.247 0.558 1.729
C 1.252 1.649 1.643
C 5.118 3.428 2.388
C 3.587 1.597 5.293
C -5.461 7.001 1.827
C -5.089 -2.369 -2.830
C 2.670 -2.291 -5.480
C 5.182 -1.384 2.707
C 6.293 4.452 2.350
C -5.595 5.217 0.241
C 0.653 2.398 -4.559
C 0.038 -4.668 3.058
C 1.301 3.749 -4.838
C -0.057 1.112 5.212
C 1.545 -3.194 -1.978
C -4.772 4.269 -0.633
C 1.838 -2.924 -0.509
C 2.388 -4.106 5.901
C 4.810 -2.746 2.061
C -1.122 -0.993 7.128
C -5.215 -1.266 -3.917
C 5.012 -1.354 4.265
C -3.471 -5.898 -1.618
C -2.093 -0.731 -0.893
C 1.278 2.174 -2.248
C 3.916 5.865 -2.002
C 2.106 6.115 -0.118
C -2.974 2.215 -3.794
C 4.916 2.977 3.887
C -4.332 2.718 -4.189
C 4.380 0.151 -1.238
C -2.111 -5.240 -1.300
C -1.525 -4.797 -5.539
C -1.211 -0.982 5.578
C 0.524 4.998 -4.332
C 3.424 6.617 -0.712
C -5.947 -2.819 -0.634
C -1.360 -4.138 2.663
C -0.022 5.343 -0.596
C 4.629 1.573 -0.806
C -3.879 3.355 0.144
C 2.411 -2.453 -3.000
H 3.232 3.296 2.012
H 3.277 7.671 -0.951
H -5.405 3.588 -1.202
H -2.629 -3.964 -6.890
H -1.274 -3.063 2.504
H 2.294 5.096 0.219
H 3.119 0.617 5.197
H -5.136 -1.658 2.565
H 6.082 5.336 2.953
H 0.890 -0.445 3.239
H 5.879 2.714 4.323
H 0.435 -1.338 1.957
H -4.544 -0.487 -3.557
H 5.491 2.576 1.820
H 1.460 1.993 2.656
H -3.127 -1.404 7.166
H 5.065 -0.439 0.440
H 4.402 0.482 2.892
H -1.490 -0.854 -4.069
H -0.141 -4.478 5.278
H 1.962 1.403 -2.602
H 0.866 1.496 4.778
H 0.160 -2.744 7.181
H -2.004 -4.222 -1.673
H 4.337 1.682 6.079
H 2.506 -3.051 5.654
H 0.511 -2.907 -2.175
H -6.259 4.661 0.903
H 0.907 2.035 -1.232
H 4.844 6.238 -2.434
H -2.215 -4.214 3.335
H 4.686 -0.007 -2.273
H -4.376 0.815 2.473
H -2.125 -0.466 5.282
H -6.275 6.566 2.407
H 0.086 -6.042 -4.689
H 2.102 -1.409 -2.952
H -3.349 5.503 -0.945
H 0.527 -5.423 -6.318
H -0.123 2.166 -5.289
H -0.921 1.655 4.829
H 2.798 2.329 5.467
H 2.857 -3.172 -0.211
H -6.767 -0.165 -4.939
H 0.840 2.559 1.207
H 2.298 -1.269 -5.557
H 0.164 4.272 -0.668
H 3.481 -2.457 -2.790
H -2.280 0.268 -1.286
H 2.397 -2.780 -6.415
H 0.625 -6.402 3.711
H -3.886 -1.916 -5.336
H 4.339 -5.270 1.559
H -0.960 -6.697 -0.966
H 1.921 3.039 -2.409
H 0.383 4.861 -3.260
H -7.411 -1.481 -3.961
H -2.210 -2.636 7.590
H -6.462 -2.353 0.207
H -5.043 -3.334 -0.309
H -4.183 3.609 -4.799
H -5.280 -2.608 -5.445
H -6.560 -3.588 -1.104
H 4.058 2.240 -1.452
H -0.937 -6.366 3.633
H 3.991 -1.501 4.617
H -6.271 5.771 -0.411
H -2.285 -5.135 -4.834
H 0.799 -4.453 2.308
H -2.526 -0.486 -5.298
H 5.435 -5.951 2.788
H 7.210 4.085 2.810
H -0.319 -3.088 -5.998
H 1.007 -1.189 7.452
H -1.272 -1.966 5.112
H -3.885 -1.887 3.735
H 2.252 3.386 -6.547
H 3.633 4.756 2.434
H 6.534 4.840 1.361
H 1.412 1.617 -4.620
H -1.613 -1.328 -1.668
H 0.112 1.231 6.282
H 3.873 -5.130 3.160
H 3.332 -0.078 -1.041
H -3.025 1.315 -3.182
H 4.322 1.679 0.234
H 3.421 -0.492 2.157
H 4.503 3.774 4.505
H -4.426 2.752 0.869
H 1.740 -4.168 6.775
H -1.423 2.997 -2.982
H -0.715 1.094 -0.039
H -3.598 -5.714 -2.685
H -1.505 -4.748 -7.514
H -4.946 2.912 -3.310
H 0.057 -2.132 8.690
H -3.291 2.663 -0.459
H 1.253 -3.596 0.118
H -4.056 -2.569 -2.545
H 4.022 4.820 -1.708
H -0.492 -3.284 -4.278
H -0.434 5.193 -4.816
H 1.725 -4.677 -3.176
H 4.406 5.508 0.687
H -1.060 0.012 7.543
H 5.641 -2.134 4.694
H 6.223 -1.200 2.440
H -3.459 -1.292 2.046
H -0.710 -0.797 -5.665
H 5.355 6.444 -0.255
H 3.759 -2.283 -5.437
H 0.490 -0.056 -0.421
H 2.169 1.416 1.103
H -3.090 -1.144 -0.740
H -5.408 -3.362 -3.144
H -1.703 -4.547 1.712
H -3.106 3.924 0.661
H 0.739 -5.185 -2.066
H -2.344 1.964 -4.648
H -4.767 7.460 2.531
H -6.103 0.720 3.551
H 1.191 5.858 -4.401
H 5.127 -2.765 1.018
H 5.445 -0.458 4.708
H 1.541 -1.930 -0.173
H -4.324 -5.340 -1.231
H -5.700 7.846 1.181
H -0.898 5.447 -1.235
H -4.861 1.967 -4.776
H -3.513 -6.984 -1.542
H 1.986 4.899 -6.202
H -0.530 0.869 2.427
H 1.743 6.795 0.653
H 5.658 1.913 -0.921
H 3.401 -4.465 6.084
H -0.344 5.485 0.435
H -0.646 -6.725 -6.040
H 3.145 5.898 -2.772
H -2.084 -5.251 -0.210
H 0.697 -3.170 4.330
H -3.405 0.413 3.922
H -6.899 0.017 -3.197
H -3.320 4.386 -1.914
H 3.725 -2.849 2.074
H 2.308 3.713 -4.422
*
```

Values from the calculation:
E_HOMO	-8.715	eV
electronic energy	-103369.4475	eV
relative energy (zero: lowest compared OMol25 entry of this formula, charge and spin)	18.1	kcal per mole
LUMO energy	0.00853	hartree